1.
The following is a DFT calculation (wB97M-V/def2-TZVPD) of a cluster of 10 separate species, C36H54NO30 in total.

CARTESIAN COORDINATES (ANGSTROEM)
N1 -0.11228 0.51746 -0.01376
O1 0.36572 0.97646 -1.10376
O2 0.52672 -0.26854 0.63324
O3 -1.08528 1.09746 0.58024
C1 1.40772 -1.14654 4.09724
C2 2.88472 -1.00054 4.00724
C3 3.65472 -1.10154 2.70024
O4 4.54972 -0.06754 2.67624
C4 4.19772 0.85346 3.58224
O5 4.68872 1.95046 3.72624
O6 3.26072 0.38346 4.28524
H1 1.10072 -0.99454 5.07324
H2 1.08872 -1.86254 3.65224
H3 1.18972 -0.33854 3.45824
H4 3.34972 -1.73254 4.68824
H5 2.82072 -1.01754 1.96424
H6 4.16072 -1.99754 2.45824
C5 -2.60628 -1.24854 -3.02076
C6 -1.08528 -1.62254 -3.28876
C7 -0.55328 -2.73454 -2.41876
O7 0.16372 -3.49154 -3.39376
C8 -0.06228 -2.96954 -4.69676
O8 0.33272 -3.49754 -5.69876
O9 -0.87628 -2.02854 -4.64376
H7 -3.07528 -0.49054 -3.64276
H8 -2.72628 -1.09554 -2.03276
H9 -3.04028 -2.30154 -3.45376
H10 -0.69328 -0.64754 -3.02576
H11 -1.31928 -3.42054 -1.81176
H12 0.16272 -2.38054 -1.77576
C9 -4.09828 2.54846 0.90024
C10 -5.23228 1.96946 0.13924
C11 -4.83328 1.18246 -1.08576
O10 -5.53928 -0.07554 -0.97776
C12 -6.21628 -0.05254 0.16424
O11 -6.89428 -0.94554 0.61324
O12 -6.00728 1.08746 0.85524
H13 -3.59228 3.25446 0.30824
H14 -3.47228 1.72746 1.35824
H15 -4.66128 3.20146 1.71324
H16 -5.92528 2.80446 -0.21376
H17 -3.58028 1.08946 -1.22176
H18 -5.27028 1.81546 -1.93776
C13 -1.30528 3.40646 3.10124
C14 0.14672 3.68846 3.68924
C15 1.15672 2.85146 2.99524
O13 1.91572 3.74146 2.19024
C16 1.53172 5.01446 2.41224
O14 2.11672 5.94146 1.90724
O15 0.53272 5.00546 3.32224
H19 -1.34628 2.47346 3.15324
H20 -1.24328 3.50046 2.17924
H21 -2.25028 4.11546 3.41624
H22 0.21572 3.43246 4.73224
H23 0.79872 2.02346 2.22624
H24 1.78372 2.31046 3.79724
C17 -0.03128 -5.21554 3.45924
C18 -0.37228 -5.15554 1.84424
C19 0.15372 -4.00754 1.02524
O16 1.03472 -4.38854 0.05124
C20 1.11572 -5.75754 0.19424
O17 1.71072 -6.46754 -0.61576
O18 0.39772 -6.15154 1.30424
H25 1.00872 -5.13754 3.55024
H26 -0.13728 -6.08154 4.26224
H27 -0.44128 -4.36554 4.06824
H28 -1.45028 -5.07254 1.81224
H29 0.62972 -3.04654 1.56324
H30 -0.54428 -3.53954 0.74324
C21 3.76772 1.60046 0.18624
C22 3.75372 2.46546 -1.07576
C23 2.49272 3.31046 -1.24376
O19 2.98172 4.55146 -1.35476
C24 4.19772 4.57946 -1.40676
O20 4.82072 5.54546 -1.81976
O21 4.72372 3.43046 -1.13776
H31 3.84672 2.19546 1.10724
H32 4.78872 1.26746 0.03824
H33 2.88172 1.08146 0.63324
H34 4.10172 1.79746 -1.90476
H35 1.74572 3.21646 -0.46876
H36 2.01372 2.81346 -2.04176
C25 -2.52528 -1.14454 3.46324
C26 -3.36428 -1.49554 2.29024
C27 -2.77128 -1.37654 0.84324
O22 -3.39328 -2.56154 0.25424
C28 -3.76628 -3.45854 1.19324
O23 -4.01228 -4.63154 0.86824
O24 -3.77428 -2.87654 2.41224
H37 -1.58528 -1.81454 3.74124
H38 -2.90928 -0.95654 4.61024
H39 -1.93528 -0.19054 3.48324
H40 -4.19128 -0.76754 1.98224
H41 -1.68928 -1.55954 0.91224
H42 -3.01228 -0.54354 0.42124
C29 3.60172 -2.05054 -3.82776
C30 3.34772 -1.22954 -2.57876
C31 2.97972 -2.23054 -1.39676
O25 4.22972 -2.24054 -0.65576
C32 5.08072 -1.36754 -1.13476
O26 6.11772 -1.06754 -0.55876
O27 4.61772 -0.73054 -2.15876
H43 4.34372 -2.86454 -3.77076
H44 3.89672 -1.25354 -4.71676
H45 2.65472 -2.56854 -4.20376
H46 2.60272 -0.37554 -2.70676
H47 2.62672 -3.04454 -1.54376
H48 2.43872 -1.53654 -0.69876
C33 -0.39728 4.11146 -4.41876
C34 -1.02528 2.69546 -4.23176
C35 -1.81228 2.47846 -2.96876
O28 -3.16628 2.56446 -3.29376
C36 -3.24428 2.64146 -4.63676
O29 -4.29928 2.53446 -5.23076
O30 -2.03928 2.63546 -5.11476
H49 0.26872 4.25546 -3.53176
H50 -1.09228 4.81846 -4.55476
H51 0.30172 3.94746 -5.32676
H52 -0.36928 1.87946 -4.57876
H53 -1.64228 3.11046 -2.25476
H54 -1.68328 1.36246 -2.45276

As for the energy above the lowest of the compared OMol25 structures with the same formula, charge and spin: 2.505 eV. As for the orbital gap: 9.63 eV. The spin multiplicity is 1. Its charge is -1.

2.
The following is a DFT calculation (wB97M-V/def2-TZVPD) of a cluster of 9 separate species, ClH16O8 in total.

CARTESIAN COORDINATES (ANGSTROEM)
Cl1 -0.15658 15.31583 18.90738
O1 -2.43084 13.63796 20.90367
H1 -2.23717 12.76692 21.26537
H2 -1.65948 13.83711 20.34882
O2 0.70387 13.51864 21.62463
H3 1.47443 13.00882 21.35226
H4 0.44040 13.98859 20.81216
O3 -2.65431 17.45708 20.32481
H5 -1.98589 16.76514 20.20904
H6 -3.06821 17.24681 21.16777
O4 3.05273 14.77096 18.76241
H7 3.53501 15.59586 18.87107
H8 2.17626 14.94548 19.15860
O5 0.79469 12.26043 18.56431
H9 0.42700 13.16831 18.54736
H10 1.63026 12.34219 18.09123
O6 0.40662 15.97338 15.58032
H11 -0.43132 16.03590 15.10968
H12 0.14153 15.87031 16.50874
O7 -2.44934 13.01202 17.26243
H13 -2.95950 12.75439 18.03814
H14 -1.73453 13.55637 17.62448
O8 -2.65478 16.74119 17.02899
H15 -2.04667 17.44431 17.28048
H16 -2.51990 16.06559 17.70719

As for the energy above the lowest of the compared OMol25 structures with the same formula, charge and spin: 0.239 eV. As for the orbital gap: 10.27 eV. The spin multiplicity is 1. Its charge is -1.

3.
The following is a DFT calculation (wB97M-V/def2-TZVPD) of a cluster of 2 separate species, C29H28NO in total.

CARTESIAN COORDINATES (ANGSTROEM)
C1 5.84997 -2.99634 -2.69050
O1 5.62241 -1.57546 -2.53105
C2 4.33370 -1.14107 -2.45239
C3 4.12079 0.16747 -1.96255
C4 2.87025 0.55940 -1.53573
C5 1.73728 -0.27245 -1.72343
C6 0.38921 0.28856 -1.49182
C7 -0.77323 -0.54873 -1.82840
C8 -1.85954 0.13017 -2.40789
C9 -3.03411 -0.53790 -2.69832
C10 -3.16119 -1.90607 -2.41445
C11 -4.47351 -2.57813 -2.64072
C12 -2.08571 -2.58747 -1.82251
C13 -0.92183 -1.90580 -1.47164
C14 1.95767 -1.53778 -2.32140
C15 3.22345 -1.97401 -2.68868
H1 6.93463 -3.11067 -2.60831
H2 5.35633 -3.57116 -1.89728
H3 5.51680 -3.34677 -3.67282
H4 4.98719 0.81735 -1.89515
H5 2.72630 1.56053 -1.12353
H6 0.36825 1.25563 -2.02408
H7 -1.73727 1.19346 -2.64761
H8 -3.86586 0.01809 -3.13291
H9 -4.32871 -3.65294 -2.71089
H10 -5.18957 -2.39351 -1.82983
H11 -4.92680 -2.20801 -3.56344
H12 -2.20089 -3.65505 -1.60682
H13 -0.12076 -2.43169 -0.94480
H14 1.12532 -2.17738 -2.60820
H15 3.36066 -2.95751 -3.14468
C16 -4.68162 2.11277 0.42177
C17 -3.83736 3.22818 0.41322
C18 -2.46459 3.05707 0.55106
C19 -1.93647 1.77181 0.70653
C20 -0.46555 1.59440 0.60687
N1 0.18603 0.61540 1.40603
C21 1.11343 1.05165 2.19017
C22 1.15677 1.02272 3.64580
C23 2.43050 1.04824 4.24395
C24 2.55654 1.14391 5.61527
C25 1.40365 1.23952 6.41687
C26 0.13429 1.27213 5.82596
C27 -0.00167 1.14380 4.43948
C28 -2.77383 0.66864 0.83632
C29 -4.14655 0.83375 0.61690
H16 -5.75004 2.23425 0.24079
H17 -4.25364 4.22956 0.27234
H18 -1.78945 3.91094 0.49332
H19 -0.15199 1.04970 -0.38463
H20 0.03962 2.57425 0.59441
H21 1.95874 1.60467 1.73442
H22 3.29887 0.99334 3.59354
H23 3.54400 1.15534 6.07533
H24 1.50410 1.31692 7.50124
H25 -0.75108 1.40722 6.44786
H26 -0.98113 1.15416 3.96123
H27 -2.34657 -0.31336 1.03504
H28 -4.79620 -0.04570 0.59078

As for the energy above the lowest of the compared OMol25 structures with the same formula, charge and spin: 3.601 eV. As for the orbital gap: 6.00 eV. The spin multiplicity is 1. Its charge is +1.